Entry 1:
Formula: C36H64Cl22F7N2O3SSi
Source: the OMol25 dataset
Level of theory: ωB97M-V/def2-TZVPD

Each line ends with the Löwdin charge.
Cartesian coordinates (Å):
C1 -4.0926 6.7262 4.0378  -0.162
Si1 -4.2594 5.1471 3.0147  0.476
C2 -6.1259 4.8965 2.7733  -0.147
C3 -3.5260 5.3033 1.2877  -0.145
O1 -3.7346 3.7927 3.9164  -0.218
C4 -2.4050 3.3705 3.7409  -0.252
C5 -2.4372 1.9263 3.1298  -0.039
C6 -1.3454 1.1261 3.8009  -0.197
C7 -0.2368 0.6432 3.1723  0.067
C8 0.6904 -0.0415 3.9339  -0.124
S1 2.2312 -0.7221 3.3149  0.773
O2 3.2868 0.0915 3.8227  -0.222
O3 2.3836 -2.0510 3.7946  -0.241
C9 2.3145 -0.8352 1.4656  -0.480
F1 1.2644 -1.5176 1.0214  0.155
F2 3.3933 -1.5609 1.2187  0.166
C10 2.3928 0.5481 0.7301  -0.373
F3 1.2736 0.6523 -0.0146  0.151
F4 2.4139 1.5693 1.5848  0.165
C11 3.5688 0.6484 -0.2779  -0.569
F5 3.4959 -0.2970 -1.1936  0.213
F6 3.4337 1.8149 -0.9244  0.184
F7 4.7420 0.6761 0.3298  0.211
C12 0.4824 -0.2330 5.3022  -0.111
C13 1.5047 -0.9632 6.2332  -0.204
N1 1.2925 -0.7249 7.6394  0.025
C14 -0.6449 0.2575 5.8546  0.034
N2 -1.5129 0.9110 5.0862  0.166
H1 -4.6193 7.5299 3.5254  -0.046
H2 -3.0505 6.9897 4.2397  0.029
H3 -4.5597 6.5672 5.0139  0.041
H4 -6.2552 4.5089 1.7602  0.027
H5 -6.4701 4.1341 3.4761  0.032
H6 -6.6457 5.8398 2.9215  -0.012
H7 -3.6732 6.3344 0.9561  0.041
H8 -4.0434 4.6242 0.6078  0.021
H9 -2.4512 5.1118 1.2069  0.022
H10 -1.9644 3.3209 4.7465  0.116
H11 -1.7711 4.0457 3.1622  0.114
H12 -3.4092 1.4667 3.3025  0.140
H13 -2.2569 1.9968 2.0589  0.129
H14 -0.0903 0.7922 2.1135  0.129
H15 2.4750 -0.5335 5.9844  0.114
H16 1.4890 -2.0175 5.9667  0.113
H17 1.3321 0.2575 7.8701  0.087
H18 0.4269 -1.1263 7.9706  0.076
H19 -0.8842 0.1590 6.8990  0.149
H20 -2.3557 1.2636 5.5276  0.198
Cl1 -9.2782 7.0952 2.1084  0.537
C15 -9.0836 8.8601 2.2758  -0.690
C16 -7.8869 9.3995 1.5352  -0.660
Cl2 -6.3461 8.8767 2.2747  0.581
H21 -9.0222 9.0857 3.3377  0.070
H22 -9.9909 9.3105 1.8849  0.016
H23 -7.8998 10.4879 1.5726  0.079
H24 -7.8806 9.0925 0.4931  -0.003
Cl3 8.4884 -3.9853 -7.3023  0.553
C17 7.4835 -3.3867 -5.9628  -0.673
C18 8.3125 -2.8768 -4.8103  -0.655
Cl4 9.1777 -4.1905 -3.9732  0.559
H25 6.8226 -4.1939 -5.6519  0.056
H26 6.8733 -2.5768 -6.3613  0.071
H27 7.6661 -2.4031 -4.0726  0.069
H28 9.0477 -2.1469 -5.1384  0.070
Cl5 6.8284 -5.7847 5.8913  0.565
C19 5.8315 -5.1273 4.5715  -0.668
C20 5.2817 -3.7803 4.9688  -0.646
Cl6 4.0815 -3.9552 6.2773  0.555
H29 5.0381 -5.8339 4.3452  0.011
H30 6.4683 -5.0364 3.6917  0.070
H31 4.7757 -3.3100 4.1264  0.057
H32 6.0676 -3.1107 5.3092  0.072
Cl7 -9.5983 5.9243 -2.3591  0.528
C21 -11.2494 6.3028 -1.8149  -0.653
C22 -11.5132 7.7828 -1.7224  -0.622
Cl8 -10.6025 8.5609 -0.4011  0.605
H33 -11.4045 5.8110 -0.8576  0.068
H34 -11.9273 5.8595 -2.5423  0.074
H35 -12.5686 7.9496 -1.5142  0.075
H36 -11.2612 8.2953 -2.6473  0.071
Cl9 6.4221 -9.7795 -2.8617  0.539
C23 7.6810 -8.6141 -3.3428  -0.668
C24 7.1036 -7.4186 -4.0510  -0.662
Cl10 6.4657 -7.8692 -5.6604  0.548
H37 8.3982 -9.1318 -3.9745  0.072
H38 8.1949 -8.3112 -2.4291  0.028
H39 7.8799 -6.6747 -4.2161  0.018
H40 6.3042 -6.9528 -3.4786  0.066
Cl11 1.6175 -7.3720 -5.1537  0.548
C25 2.8867 -6.2074 -5.6033  -0.681
C26 2.3484 -5.0511 -6.4054  -0.666
Cl12 1.8163 -5.5325 -8.0341  0.556
H41 3.6579 -6.7410 -6.1533  0.038
H42 3.3214 -5.8413 -4.6750  0.068
H43 3.1318 -4.3078 -6.5410  0.065
H44 1.5073 -4.5749 -5.9088  0.066
Cl13 -6.7753 7.5723 -1.5835  0.537
C27 -5.6310 8.6465 -2.4262  -0.646
C28 -6.2236 10.0066 -2.6916  -0.661
Cl14 -7.5312 9.9446 -3.8994  0.547
H45 -5.3259 8.1562 -3.3472  0.070
H46 -4.7555 8.7449 -1.7855  0.070
H47 -5.4573 10.6712 -3.0872  0.073
H48 -6.6257 10.4500 -1.7837  0.062
Cl15 4.3645 -1.6251 -12.5966  0.542
C29 3.9343 -2.3220 -11.0158  -0.674
C30 2.4658 -2.6454 -10.9161  -0.670
Cl16 1.4556 -1.1765 -10.8805  0.531
H49 4.2406 -1.6200 -10.2440  0.064
H50 4.5186 -3.2339 -10.9017  0.072
H51 2.2684 -3.1862 -9.9918  0.035
H52 2.1360 -3.2611 -11.7486  0.071
Cl17 2.4753 -6.5127 3.8323  0.550
C31 2.4753 -7.5803 5.2613  -0.649
C32 1.0818 -7.8528 5.7640  -0.656
Cl18 0.3263 -6.3988 6.4699  0.525
H53 3.0930 -7.1160 6.0273  0.060
H54 2.9478 -8.5135 4.9599  0.078
H55 1.1156 -8.6053 6.5495  0.076
H56 0.4345 -8.2155 4.9699  0.069
Cl19 9.0541 -8.3936 0.3648  0.561
C33 8.1111 -7.8342 1.7743  -0.655
C34 9.0427 -7.4143 2.8888  -0.675
Cl20 9.9136 -8.8147 3.5558  0.552
H57 7.4509 -8.6414 2.0816  0.069
H58 7.4926 -6.9964 1.4530  0.067
H59 8.5119 -6.9702 3.7354  0.030
H60 9.7784 -6.6938 2.5394  0.068
Cl21 -5.9963 3.6413 -2.0993  0.522
C35 -6.1840 2.0949 -2.9703  -0.665
C36 -6.4123 2.2949 -4.4472  -0.670
Cl22 -7.9988 3.0211 -4.7919  0.546
H61 -7.0033 1.5477 -2.5111  0.068
H62 -5.2654 1.5313 -2.8138  0.067
H63 -6.3884 1.3325 -4.9560  0.072
H64 -5.6496 2.9320 -4.8859  0.067

Charge: +1
LUMO energy (eV): -4.98
HOMO energy (eV): -11.56
Energy above the lowest of the compared OMol25 structures with the same formula, charge and spin (kcal per mole): 0.00
Molecular weight (g mol⁻¹): 1546.02

=====

Entry 2:
Formula: C36H64O3P3PdS2
Source: the OMol25 dataset
Level of theory: ωB97M-V/def2-TZVPD

Each line ends with the Löwdin charge.
Cartesian coordinates (Å):
Pd1 -0.0062 -0.7535 0.4202  0.473
C1 -3.2892 -4.3221 2.4513  -0.045
C2 -3.2687 -2.9878 1.7278  -0.244
O1 -2.5642 -1.9903 2.4781  -0.357
P1 -1.0207 -1.6603 2.4109  0.444
S1 -0.8641 -0.4993 4.1139  0.446
S2 0.5673 -3.0187 -0.3625  0.662
O2 -0.4430 -3.1065 2.8169  -0.370
C3 0.9031 -3.4969 3.0728  -0.304
C4 0.8824 -4.9540 3.5023  -0.044
H1 -4.0374 -4.9703 2.0027  0.089
H2 -3.5462 -4.1689 3.4963  0.094
H3 -2.3187 -4.8072 2.4035  0.067
H4 -4.2870 -2.5931 1.6365  0.128
H5 -2.8326 -3.0795 0.7295  0.082
H6 1.3186 -2.8694 3.8690  0.116
H7 1.4962 -3.3627 2.1520  0.063
H8 0.1856 -5.0819 4.3269  0.092
H9 1.8755 -5.2536 3.8297  0.090
H10 0.5714 -5.5933 2.6778  0.082
C5 -3.3922 -3.3223 -3.4470  -0.027
C6 -2.8305 -3.2429 -2.0167  -0.376
C7 -2.3401 -4.6219 -1.5745  -0.062
C8 -1.7628 -2.1866 -1.9900  -0.224
C9 -2.0227 -0.9029 -1.5263  -0.009
C10 -1.0914 0.1571 -1.6304  -0.167
C11 -1.7233 1.5311 -1.5130  -0.356
C12 -2.3345 1.8522 -2.8866  -0.012
C13 -0.8842 2.7034 -1.0235  -0.034
C14 0.2178 -0.1289 -2.1321  -0.129
C15 0.4328 -1.3796 -2.7678  -0.163
C16 -0.5069 -2.4119 -2.5848  -0.115
C17 1.5524 -1.6430 -3.7352  -0.354
C18 1.0008 -1.4868 -5.1658  -0.019
C19 2.1406 -3.0577 -3.6261  -0.056
C20 1.2234 0.9745 -2.1904  -0.212
C21 1.3147 1.6996 -3.3772  -0.027
C22 2.0814 2.8484 -3.4692  -0.025
C23 2.7523 3.3160 -2.3528  -0.032
C24 2.7295 2.5768 -1.1829  -0.078
C25 2.0005 1.3906 -1.0914  -0.292
P2 2.2190 0.3242 0.3917  1.198
C26 2.2696 1.2468 2.0732  -0.642
C27 3.4381 2.1766 2.3816  -0.060
C28 0.9582 2.0278 2.1523  -0.124
C29 2.2489 0.1261 3.1198  -0.148
C30 3.9138 -0.4875 0.0305  -0.637
C31 4.3324 -1.3947 1.1837  -0.069
C32 4.9942 0.5504 -0.2629  -0.054
C33 3.7066 -1.3347 -1.2173  -0.104
H11 -4.2257 -4.0189 -3.4723  0.096
H12 -2.6363 -3.6714 -4.1458  0.087
H13 -3.7465 -2.3470 -3.7717  0.088
H14 -3.6492 -2.9285 -1.3603  0.132
H15 -1.6742 -5.0654 -2.3105  0.087
H16 -3.1904 -5.2871 -1.4482  0.098
H17 -1.8060 -4.5664 -0.6265  0.036
H18 -3.0239 -0.6670 -1.1831  0.137
H19 -2.5474 1.4183 -0.8040  0.084
H20 -1.5537 1.9680 -3.6357  0.082
H21 -2.8953 2.7807 -2.8300  0.096
H22 -3.0121 1.0647 -3.2065  0.086
H23 -0.1810 3.0552 -1.7709  0.076
H24 -0.3496 2.4325 -0.1186  0.045
H25 -1.5552 3.5260 -0.7857  0.096
H26 -0.3271 -3.3564 -3.0713  0.123
H27 2.3339 -0.8941 -3.6055  0.115
H28 0.1980 -2.1954 -5.3536  0.090
H29 1.8038 -1.6845 -5.8692  0.101
H30 0.6258 -0.4841 -5.3501  0.073
H31 1.6050 -3.7433 -4.2773  0.089
H32 2.0980 -3.4486 -2.6118  0.035
H33 3.1778 -3.0515 -3.9481  0.099
H34 0.7489 1.3719 -4.2346  0.112
H35 2.1316 3.3886 -4.4015  0.123
H36 3.3130 4.2366 -2.3936  0.123
H37 3.2905 2.9291 -0.3334  0.097
H38 3.4943 3.0292 1.7094  0.076
H39 4.3936 1.6593 2.3874  0.072
H40 3.2887 2.5743 3.3855  0.107
H41 0.9913 2.9118 1.5168  0.085
H42 0.7920 2.3609 3.1750  0.097
H43 0.1094 1.3921 1.8646  0.016
H44 3.2470 -0.2280 3.3554  0.074
H45 1.6575 -0.7278 2.7678  -0.003
H46 1.7995 0.4906 4.0414  0.065
H47 4.6845 -0.8258 2.0385  0.076
H48 5.1589 -2.0240 0.8543  0.102
H49 3.5139 -2.0475 1.4902  0.071
H50 5.1981 1.2007 0.5788  0.071
H51 4.7465 1.1612 -1.1271  0.076
H52 5.9149 0.0183 -0.4950  0.108
H53 2.8416 -1.9915 -1.1011  0.002
H54 4.5799 -1.9587 -1.3963  0.110
H55 3.5682 -0.6976 -2.0860  0.075
C34 -4.0783 0.4736 3.4889  -0.176
P3 -3.2334 1.3034 2.1053  0.600
C35 -4.5708 1.7514 0.9383  -0.153
C36 -2.5901 2.8681 2.7745  -0.148
O3 -2.1356 0.5006 1.4518  -0.505
H56 -4.8756 1.1145 3.8558  0.065
H57 -3.3740 0.2871 4.2978  0.001
H58 -4.4936 -0.4790 3.1679  0.049
H59 -5.4070 2.1777 1.4853  0.062
H60 -4.9152 0.8680 0.4035  0.056
H61 -4.2157 2.4901 0.2236  0.047
H62 -3.3980 3.4620 3.1926  0.064
H63 -2.1022 3.4291 1.9805  0.049
H64 -1.8641 2.6428 3.5534  0.046

2S+1: 2
Charge: +2
LUMO energy (spin up / spin down) (eV): -8.42 / -8.42
HOMO energy (spin up / spin down) (eV): -13.52 / -13.30
Energy above the lowest of the compared OMol25 structures with the same formula, charge and spin (kcal per mole): 65.23
Molecular weight (g mol⁻¹): 808.38